Computed, not measured: a structure of composition C67H56Br3N11O22, with wB97M-V/def2-TZVPD.

Cartesian coordinates (Å):
Br  2.16348  4.11526  -3.14243
Br  -0.15643  2.28644  -4.48676
Br  -1.10903  4.26257  -2.17775
O  -1.88783  -4.33327  -0.23251
O  -0.83962  3.20978  1.30015
O  -4.66883  0.61488  -2.83205
O  -1.38389  7.74988  2.42954
O  0.18404  -4.57554  -3.10560
O  0.35616  8.89369  3.14950
O  -5.17022  -2.16067  6.94104
O  -0.22837  -3.68057  0.99894
O  1.62108  0.02055  -3.60504
O  -0.17774  1.66363  2.63848
O  3.19300  7.68902  7.04535
O  3.88112  -7.59621  -3.92216
O  2.00245  -2.21308  3.89423
O  3.02106  0.74781  -5.00938
O  5.31193  -6.56851  -5.03953
O  -3.84691  2.54268  -2.64262
O  -6.40404  4.40880  -1.64063
O  -7.33147  2.49758  -1.31617
O  1.79256  -3.93180  -4.30715
O  -4.51136  -4.13058  6.17851
O  4.11559  6.02570  7.88597
O  2.60609  -1.74255  1.94916
N  2.71442  -2.39128  2.92979
N  -4.58331  1.75907  -3.25942
N  3.31917  6.43751  7.04813
N  -1.07892  -4.53862  0.68159
N  4.48078  -6.60903  -4.16384
N  -6.44463  3.27010  -1.07584
N  -4.49033  -2.87338  6.17809
N  -0.48378  2.07728  1.51583
N  2.78482  0.42412  -3.92161
N  -0.21018  8.16473  2.29003
N  0.68255  -3.83008  -3.99309
C  -2.18691  -6.78134  0.81518
C  -1.51583  1.14797  -0.57062
C  5.92204  -5.25622  3.37494
C  -1.45327  0.15266  -1.59007
C  1.80675  6.16272  5.13863
C  -5.48443  2.99299  0.01042
C  -1.13015  -5.92141  1.21240
C  -3.70803  3.75166  1.43324
C  4.35406  0.24587  -0.44728
C  1.30867  5.47929  0.13510
C  -0.09554  -7.68803  2.47715
C  2.51932  6.12909  -0.17598
C  -4.58865  3.99718  0.40087
C  4.30958  -5.45419  -3.24626
C  0.53905  -1.90503  -5.63932
C  -2.67674  -2.33005  2.92587
C  0.72642  7.48525  1.36992
C  5.18262  0.54454  -3.10715
C  -0.28433  -0.88813  -6.22651
C  -3.27774  -3.00737  4.00736
C  3.67037  -4.50587  3.93063
C  4.69036  -5.41391  4.09992
C  -1.62076  -0.68049  -5.92018
C  -6.20444  1.37236  -5.14687
C  -5.71715  1.84952  0.83754
C  -2.17384  -8.07338  1.36269
C  2.04294  8.03438  1.23941
C  3.15863  -4.28825  -1.56579
C  -0.61235  -0.94213  -1.49749
C  2.28785  4.22641  6.49765
C  0.38243  -0.03696  0.51790
C  0.46524  3.13111  -2.83262
C  -0.52354  1.07701  0.45778
C  5.73733  0.23392  -0.80682
C  -1.13085  -8.50342  2.13824
C  1.45162  3.45691  5.70314
C  -4.75285  1.55871  1.89829
C  -5.38054  2.21311  -4.44877
C  3.42297  -5.51165  -2.15451
C  3.82703  0.39709  -2.82854
C  -2.29184  -0.98388  3.04726
C  -1.56699  -2.72078  -4.53777
C  -3.54216  -2.26147  5.17316
C  3.70649  -3.10582  -1.95689
C  5.04420  -3.26480  2.30889
C  -6.05514  4.01080  -5.92520
C  6.02133  -4.19752  2.54410
C  0.23036  -1.08072  -0.39857
C  -0.07121  -6.41090  1.94565
C  3.79792  -3.40488  2.99183
C  -3.27980  -0.84942  5.17168
C  -2.27912  -1.69690  -5.17649
C  6.14869  0.43304  -2.11327
C  2.96625  7.33746  0.43503
C  4.73813  -3.13373  -2.85247
C  -2.64623  -0.28748  4.13153
C  -0.13846  -2.81576  -4.76143
C  0.93971  5.36978  4.37022
C  3.44788  0.25082  -1.50062
C  0.72841  4.03886  4.61980
C  -7.00635  1.89087  -6.10966
C  2.43843  5.58738  6.25628
C  -5.31454  3.52792  -4.81173
C  -6.90101  3.14921  -6.61984
C  5.06545  -4.30737  -3.55389
C  -3.75197  2.49826  2.17416
C  0.38512  6.16585  0.92256
H  -2.21307  -0.04812  -6.56491
H  -1.27052  -9.48726  2.56126
H  6.75028  -5.92007  3.57429
H  2.73014  -4.78315  4.38393
H  -6.51308  1.14009  0.66546
H  0.62761  2.43202  -2.01225
H  2.20690  9.06856  1.50392
H  6.93998  -4.20890  1.97634
H  2.01733  7.17660  4.83188
H  1.19228  4.45012  -0.17091
H  -4.93415  0.68027  2.49986
H  3.21995  5.51073  -0.71740
H  0.33108  5.67656  3.53245
H  7.17833  0.51697  -2.42821
H  0.81518  -5.81454  2.10402
H  -7.62163  1.15706  -6.60900
H  2.38264  0.25106  -1.32265
H  -2.44131  -2.72452  1.94844
H  2.26248  -4.13430  -0.98300
H  3.97687  7.68853  0.28738
H  1.13513  -0.14968  1.28415
H  -7.35669  3.27324  -7.59113
H  -3.62053  -4.01169  3.80677
H  4.07601  0.16555  0.59322
H  1.37388  2.41958  5.99348
H  -2.93469  2.30824  2.85411
H  5.15897  -2.49258  1.56264
H  5.61498  0.69362  -4.08553
H  -1.95528  0.28772  -2.53672
H  0.78039  -8.01912  3.01523
H  -4.69399  4.23826  -4.28569
H  -1.76698  -0.50863  2.23175
H  -4.53950  4.92874  -0.14336
H  -2.07829  2.06994  -0.56789
H  5.31153  -2.22345  -2.94737
H  1.61143  -1.82799  -5.74157
H  -2.96274  -6.54479  0.10207
H  -3.34720  -1.53766  -5.19247
H  0.14751  3.48024  3.90084
H  -3.05252  4.58543  1.63707
H  -5.85727  5.02912  -6.22570
H  -2.37629  0.75012  4.26163
H  -0.61997  5.79375  1.05572
H  -6.17378  0.30211  -5.00541
H  4.56673  -6.06001  4.95647
H  0.87073  -1.95037  -0.39240
H  0.23585  -0.16911  -6.84201
H  -2.02105  -3.47391  -3.91085
H  5.82177  -4.28433  -4.32450
H  2.68410  -6.28484  -2.00396
H  6.42794  0.04496  0.00172
H  3.31248  -2.32244  -1.32644
H  -0.67688  -1.70789  -2.25635
H  -3.75588  -0.14789  5.84071
H  2.63644  3.64692  7.33972
H  -2.93784  -8.80549  1.14658

Cartesian forces (eV/Å) of the 2 atoms listed first:
-1.160 -0.581 0.208
0.328 0.413 0.827

Values from the calculation:
HOMO level   -9.7 eV
LUMO level   -1.1 eV
Max |F|   0.1100 hartree/bohr
Orbital gap   8.57 eV
Energy above the lowest of the compared OMol25 structures with the same formula, charge and spin   572.06 kJ/mol
Net charge   0

=====

Computed, not measured: a structure of composition C67H62BrF4N7O8PSeSr, with wB97M-V/def2-TZVPD.

Cartesian coordinates (Å):
Sr  0.58948  -0.33681  0.71652
Br  0.45445  3.42348  -1.40107
Se  -2.51612  0.28039  -2.89223
P  2.72417  2.77900  0.94982
F  0.25523  6.36361  -1.86896
F  1.47254  8.40574  -0.64940
F  3.87734  5.46337  2.04632
F  3.27617  7.95766  1.31866
O  4.17078  -2.13082  1.54344
O  2.67509  -6.74286  -1.01840
O  4.61746  -3.45143  3.61537
O  0.62474  -2.70596  0.32757
O  0.94236  -0.59004  -1.68167
O  -2.81174  4.62163  6.45543
O  3.75832  -3.37291  5.66430
O  3.09425  -0.28940  0.87508
N  1.36188  -0.47424  3.20262
N  -1.89617  -0.13233  0.99198
N  1.83500  -1.63499  4.99991
N  -1.39098  -2.32456  -3.00680
N  -1.18343  3.36486  1.88316
N  -3.04611  6.56306  5.32350
N  -0.48417  -0.95999  -4.47184
C  1.40049  4.79217  -0.50871
C  1.95592  3.28275  4.94316
C  -2.34302  3.25937  3.97234
C  -3.13252  -0.16155  1.22656
C  -0.15341  0.26187  -5.18870
C  0.91264  -4.82363  -4.51669
C  -3.29203  -3.78493  -2.35152
C  1.55717  -4.71151  -0.37629
C  1.74972  7.15783  -0.27478
C  3.27622  -4.75321  -2.07294
C  -2.70446  5.24592  5.41803
C  1.99653  3.49647  3.57274
C  -1.85174  2.68179  2.80881
C  -4.87268  -3.76994  2.83686
C  1.01939  -0.72441  4.44382
C  -4.31267  3.16947  -0.14663
C  -3.30772  -1.94752  2.99105
C  -2.19533  -2.83184  -1.89422
C  6.84030  2.93028  0.48168
C  1.93166  -1.28143  -1.99106
C  5.83034  2.18501  -1.56648
C  2.77106  2.32030  5.52381
C  4.57864  2.27255  -0.97566
C  2.46680  -5.40541  -1.12576
C  -3.84034  -3.12118  3.50553
C  3.29796  -1.23784  1.66124
C  0.12668  -2.19385  -4.64768
C  -5.36908  -3.22799  1.65856
C  3.09044  -3.41357  -2.26250
C  -0.46020  -3.06458  -3.72140
C  -3.80175  -1.38936  1.81553
C  -5.28275  -2.20202  -2.43522
C  -4.05376  1.01168  0.92091
C  2.66485  6.92861  0.73067
C  -4.34941  -3.11984  -3.22533
C  1.93739  -7.43412  -0.02999
C  2.46493  -1.27930  2.93293
C  -5.58931  3.29781  0.39156
C  3.62143  1.56888  4.72609
C  -3.55370  2.04144  0.12064
C  -1.41202  -1.04936  -3.47819
C  -1.14097  0.62538  -6.29128
C  4.44398  2.70325  0.34551
C  -0.11919  -0.08509  5.16145
C  1.39508  -3.29418  -0.50148
C  6.96425  2.50897  -0.83481
C  -5.33513  1.15156  1.45459
C  2.32336  4.53314  0.51800
C  -0.06331  -4.39234  -3.63304
C  2.75855  -2.01228  4.06074
C  -1.02773  4.66981  2.07047
C  3.65573  1.77360  3.35320
C  2.85019  2.74978  2.76263
C  -2.17524  4.62298  4.16298
C  -6.09498  2.28799  1.19570
C  2.13340  -2.64471  -1.55939
C  -1.34076  -0.43692  -7.37603
C  -4.84587  -2.04101  1.15982
C  1.48087  -3.96329  -5.45258
C  1.10040  -2.63114  -5.53413
C  2.94854  5.62765  1.10223
C  1.12733  6.09163  -0.89751
C  -1.50963  5.34923  3.18003
C  3.77420  -3.00971  4.50026
C  -2.31074  -1.55491  -6.99393
C  2.94604  -0.62631  -2.90910
C  5.58649  3.03365  1.07010
H  2.24203  -4.33922  -6.12544
H  3.69484  1.98293  -1.53492
H  -5.66801  -2.71250  -1.54533
H  -5.28203  -4.69384  3.22874
H  -0.37251  -0.86205  -7.66884
H  -5.24807  -1.61358  0.24013
H  -3.47810  6.98301  6.12720
H  -0.48658  5.21166  1.29833
H  1.25981  -5.84838  -4.45799
H  -1.72624  0.06222  -8.26884
H  4.29331  1.15338  2.73788
H  -3.90663  3.95336  -0.77797
H  -2.55560  -2.17427  -7.86039
H  -3.85202  -2.54530  -4.01610
H  -6.18433  4.18023  0.18398
H  -3.24272  -1.13567  -6.60388
H  0.96359  -5.17646  0.39924
H  1.54627  -1.96496  -6.26259
H  1.82870  -2.00900  5.93448
H  5.92044  1.84219  -2.59138
H  2.73942  2.15459  6.59457
H  -2.55231  1.93052  -0.26705
H  -6.13939  -1.89418  -3.04071
H  0.86190  -7.37318  -0.21655
H  7.72236  3.18157  1.05862
H  -1.51115  -3.31198  -1.19300
H  -1.98466  1.62437  2.59893
H  -3.15332  7.00353  4.42871
H  4.00532  -5.32250  -2.63596
H  -1.90577  -2.21702  -6.22676
H  -6.16795  -3.73101  1.12398
H  -3.44200  -3.53775  4.42543
H  -2.85901  2.66323  4.71347
H  1.28003  3.87010  5.55461
H  5.50105  3.37697  2.09116
H  -2.47425  -1.45827  3.48470
H  7.94613  2.42118  -1.28489
H  0.23648  0.49651  6.01514
H  0.84911  0.11682  -5.59852
H  2.14558  -7.04157  0.96892
H  -3.75982  -4.20521  -1.45544
H  -4.76493  -1.29399  -2.10954
H  -0.46358  -5.05172  -2.87364
H  -1.32339  6.41188  3.27935
H  -0.77434  1.55264  -6.74297
H  -2.09863  0.86192  -5.82518
H  -0.10456  1.06281  -4.45188
H  3.93846  -0.64648  -2.45145
H  4.25092  0.80273  5.16544
H  -5.74158  0.37218  2.08870
H  2.63006  0.40494  -3.06250
H  4.45725  -2.97703  2.69992
H  -0.63379  0.58866  4.48110
H  2.25616  -8.47157  -0.08618
H  1.34869  4.24532  3.14032
H  -2.60703  -1.95850  -1.39058
H  3.69546  -2.92809  -3.01700
H  -2.84454  -4.62578  -2.88691
H  -0.83109  -0.83173  5.52028
H  3.00296  -1.13056  -3.87637
H  -4.92800  -3.89692  -3.73304
H  -7.08646  2.37982  1.62599

Cartesian forces (eV/Å) of the 2 atoms listed first:
-1.340 0.462 -0.219
0.005 -0.008 -0.033

Values from the calculation:
HOMO level   -4.3 eV
LUMO level   1.8 eV
Max |F|   0.0279 hartree/bohr
Orbital gap   6.10 eV
Energy above the lowest of the compared OMol25 structures with the same formula, charge and spin   82.69 kJ/mol
Net charge   -1